Entry 1:
51
Properties=species:S:1:pos:R:3:forces:R:3:nbo_charge:R:1 method="wB97M-V/def2-TZVPD" lumo_energy_ha="-0.024 / -0.024" gap_ev="7.15 / 7.14" homo_ev="-7.80 / -7.80"
Fe 0.9052 0.5254 -0.9312 -0.31 -0.76 0.34 1.23
O 3.2614 2.9198 1.0867 0.13 0.06 -0.05 -0.63
C 2.7428 2.1847 0.2667 -0.17 0.03 -0.05 0.74
O 1.5412 2.2254 -0.1933 -0.20 0.36 0.30 -0.77
C 3.5185 0.9946 -0.2787 0.12 -0.08 0.06 0.10
C 4.8743 0.7374 -0.1947 -0.06 0.00 0.03 -0.21
C 5.3432 -0.4645 -0.7128 0.08 -0.03 0.00 -0.16
C 4.4641 -1.3887 -1.2678 -0.04 0.01 0.04 -0.21
C 3.1234 -1.0567 -1.3195 0.14 -0.07 0.01 0.10
N 2.7049 0.1102 -0.8459 0.85 0.27 -0.12 -0.43
C 1.9530 -1.8772 -1.8299 -0.21 0.11 -0.10 0.74
O 2.0662 -3.0783 -1.9957 0.13 -0.05 -0.09 -0.64
O 0.9037 -1.1479 -1.9815 -0.33 -0.40 0.06 -0.78
H 5.5246 1.4639 0.2709 0.00 0.01 0.01 0.25
H 6.4019 -0.6875 -0.6740 0.00 -0.01 0.00 0.22
H 4.7911 -2.3442 -1.6518 -0.01 -0.01 -0.01 0.25
O 0.5400 -0.3103 0.8940 -0.25 0.27 -0.49 -0.62
N 1.4933 -0.8987 1.5820 0.19 0.02 -0.12 0.06
C 1.7490 -2.2001 1.3551 0.00 0.02 0.09 0.03
C 2.7223 -2.8457 2.0857 -0.03 0.00 -0.04 -0.21
C 3.4358 -2.1449 3.0461 0.00 -0.03 0.01 -0.16
C 3.1641 -0.7998 3.2397 -0.02 0.07 -0.01 -0.22
C 2.1842 -0.1861 2.4892 0.00 -0.07 0.00 0.04
H 1.1521 -2.6516 0.5751 -0.02 -0.01 0.02 0.27
H 2.9108 -3.8893 1.8807 0.02 0.00 0.02 0.24
H 4.1961 -2.6404 3.6333 0.02 0.01 -0.01 0.23
H 3.7090 -0.2058 3.9587 0.00 -0.02 0.01 0.24
H 1.9159 0.8592 2.5473 -0.01 0.00 0.02 0.26
Te -1.8240 1.5441 0.8930 -0.07 0.11 0.29 0.57
C -3.7906 2.2139 0.5318 -0.19 0.06 0.04 -0.26
C -4.7886 1.9494 1.4659 -0.03 0.04 -0.06 -0.23
C -6.0973 2.3500 1.2259 0.04 -0.02 0.04 -0.21
C -6.4156 3.0134 0.0518 -0.05 0.03 -0.02 -0.21
C -5.4245 3.2869 -0.8801 0.02 0.00 -0.01 -0.20
C -4.1159 2.8956 -0.6381 0.02 -0.01 0.04 -0.23
C -1.9837 0.0135 -0.5445 0.24 0.08 -0.20 -0.30
C -1.8056 0.3553 -1.8835 -0.04 0.02 -0.09 -0.24
C -1.9040 -0.6149 -2.8794 0.00 0.04 0.00 -0.20
C -2.1600 -1.9258 -2.5364 0.00 -0.02 0.03 -0.19
C -2.3335 -2.2712 -1.1989 -0.04 -0.05 -0.03 -0.18
C -2.2493 -1.3125 -0.2062 0.02 0.03 0.01 -0.24
H -4.5445 1.4240 2.3803 0.00 -0.02 0.00 0.22
H -6.8675 2.1373 1.9564 0.00 0.00 0.00 0.21
H -7.4360 3.3219 -0.1365 0.00 0.00 0.00 0.21
H -5.6678 3.8121 -1.7950 -0.01 0.00 0.00 0.21
H -3.3432 3.1243 -1.3612 0.00 0.01 -0.01 0.22
H -1.6466 1.3931 -2.1599 0.05 -0.01 0.01 0.21
H -1.7553 -0.3381 -3.9149 -0.01 0.00 -0.01 0.22
H -2.2085 -2.6884 -3.3019 -0.01 0.00 0.00 0.22
H -2.5380 -3.3014 -0.9346 0.01 0.01 0.01 0.21
H -2.3919 -1.5853 0.8315 0.03 0.01 0.00 0.22

---

Entry 2:
56
Properties=species:S:1:pos:R:3:forces:R:3:nbo_charge:R:1 method="wB97M-V/def2-TZVPD" lumo_energy_ha=-0.121 charge=+1 gap_ev=7.13 homo_ev=-10.43
Lu 1.1917 -1.0790 1.9564 -0.50 -1.22 0.63 1.99
N 3.4743 -4.7227 4.0837 0.10 -0.05 0.09 -0.76
C 2.6402 -3.7229 3.7884 -0.31 0.36 0.14 0.30
S 3.2675 -2.1390 3.5629 -0.68 0.28 -0.75 -0.32
N 1.3567 -4.0273 3.7710 0.16 -0.90 0.27 -0.43
N 0.5165 -3.1791 3.1849 -0.02 0.75 -0.23 -0.32
C -0.7275 -3.3799 3.4676 0.33 -0.08 0.01 0.01
C -1.7730 -2.8434 2.6280 -0.40 0.12 -0.26 0.16
C -3.0961 -3.2283 2.8557 0.15 0.00 0.10 -0.22
C -4.0674 -2.9028 1.9324 0.08 0.09 -0.10 -0.13
C -3.6863 -2.2030 0.7945 -0.11 -0.11 0.11 -0.26
C -2.3649 -1.8206 0.6700 0.05 0.20 -0.18 0.07
N -1.4152 -2.1004 1.5633 0.32 0.01 0.24 -0.52
H 4.4454 -4.5286 4.2440 0.03 -0.03 0.01 0.41
H 3.1016 -5.6377 4.2756 -0.01 0.02 0.00 0.41
H -0.9871 -4.1110 4.2255 0.03 -0.05 -0.02 0.21
H -3.3303 -3.8023 3.7421 -0.01 -0.01 -0.02 0.24
H -5.0947 -3.2065 2.0808 0.00 0.01 0.00 0.24
H -4.4020 -1.9610 0.0221 0.04 0.03 -0.02 0.24
H -2.0530 -1.2625 -0.2052 0.01 -0.04 0.06 0.19
N -3.3893 2.6391 -7.5328 0.01 0.00 0.07 -0.25
C -3.0633 2.4106 -6.4554 -0.09 0.06 -0.24 0.25
C -2.6450 2.1072 -5.1192 0.11 -0.09 0.18 -0.16
C -2.8751 3.0097 -4.0842 -0.02 -0.03 -0.06 -0.14
C -2.4524 2.7126 -2.8021 0.10 0.00 0.17 -0.23
C -1.8089 1.5087 -2.5490 -0.05 0.03 -0.33 0.23
C -1.5911 0.5975 -3.5765 0.02 -0.05 0.13 -0.25
C -1.9996 0.8987 -4.8614 -0.05 0.10 0.00 -0.13
N -1.3755 1.1983 -1.2297 -0.03 -0.11 0.06 -0.36
C -1.9847 1.5788 -0.0530 -0.02 0.03 0.17 -0.08
C -1.2586 1.0212 0.9487 0.12 0.16 -0.15 -0.06
N -0.2103 0.3050 0.4092 0.14 -0.12 0.19 -0.60
C -0.3152 0.4308 -0.8958 0.24 0.00 0.05 0.21
H -3.3783 3.9445 -4.2874 0.01 0.01 -0.01 0.24
H -2.6039 3.4261 -2.0032 -0.01 0.02 -0.02 0.23
H -1.1227 -0.3567 -3.3752 0.00 0.00 0.01 0.23
H -1.8365 0.1955 -5.6659 0.01 0.00 0.00 0.24
H -2.8738 2.1827 -0.0289 0.00 -0.01 -0.04 0.25
H -1.4023 1.1053 2.0124 -0.05 0.02 -0.01 0.24
H 0.3813 0.0281 -1.6131 -0.04 -0.03 -0.02 0.23
O 1.2487 1.3651 2.4940 0.10 -0.30 0.08 -0.64
C 2.2755 1.2623 1.8020 0.01 1.02 0.03 0.64
N 3.0770 0.1959 1.9581 0.23 -0.19 -0.24 -0.95
S 3.6181 -0.2526 0.4954 0.23 0.23 -0.13 2.30
O 4.8989 -0.8484 0.4220 0.07 0.22 -0.08 -0.83
O 2.4735 -1.1063 0.0517 -0.18 -0.19 -0.03 -1.02
C 3.4757 1.3650 -0.2352 -0.09 -0.04 0.38 -0.24
C 4.0829 1.9260 -1.3333 0.02 -0.21 -0.12 -0.20
C 3.8415 3.2778 -1.5707 -0.02 -0.04 0.00 -0.17
C 3.0172 4.0171 -0.7308 -0.01 0.02 -0.01 -0.18
C 2.4188 3.4375 0.3853 -0.12 -0.11 0.01 -0.15
C 2.6715 2.1034 0.6336 0.10 0.12 -0.05 -0.16
H 4.7342 1.3396 -1.9681 -0.01 0.06 -0.03 0.25
H 4.3180 3.7586 -2.4140 -0.01 0.01 0.00 0.24
H 2.8606 5.0676 -0.9353 0.00 0.00 0.01 0.24
H 1.7968 4.0057 1.0642 0.03 0.05 -0.03 0.24

---

Entry 3:
48
Properties=species:S:1:pos:R:3:forces:R:3:nbo_charge:R:1 method="wB97M-V/def2-TZVPD" lumo_energy_ha=-0.126 gap_ev=3.04 homo_ev=-6.47
C -4.3437 0.9838 -2.2790 -0.32 -0.07 -0.29 -0.63
C -2.9831 1.5990 -2.0633 -0.32 -0.07 0.36 -0.08
O -2.0137 0.5295 -2.1924 0.22 0.49 -0.04 -0.53
C -0.7419 1.0184 -2.1174 0.45 1.38 0.37 0.72
C 0.3203 0.0406 -2.1080 -0.92 0.23 0.04 -0.40
C 1.6407 0.4325 -2.3763 1.27 0.28 -0.65 0.07
C 2.1289 1.7889 -2.3954 -0.02 -0.20 -0.02 -0.24
C 3.4759 2.0650 -2.5257 0.02 -0.17 0.02 -0.15
C 4.4016 1.0268 -2.7140 -0.13 -0.20 0.22 -0.21
C 5.8154 1.2625 -2.6645 2.07 0.24 0.08 0.28
N 6.9738 1.4090 -2.5825 -2.23 -0.23 -0.20 -0.33
C 3.9300 -0.2850 -2.8800 0.10 -0.19 0.00 -0.16
C 2.5882 -0.5732 -2.7556 -0.28 0.33 0.36 -0.24
O -0.5619 2.2437 -2.0526 -0.42 -1.33 -0.06 -0.66
H -5.1226 1.6084 -1.8285 0.13 -0.08 -0.02 0.21
H -4.5850 0.8967 -3.3480 0.12 -0.17 0.31 0.21
H -4.3741 -0.0096 -1.8160 -0.12 0.17 -0.15 0.20
H -2.7878 2.4287 -2.7587 0.11 -0.46 0.22 0.21
H -2.9037 1.9943 -1.0404 0.06 0.01 -0.29 0.18
H 0.0738 -1.0182 -2.1218 -0.06 0.17 -0.16 0.20
H 1.4235 2.6103 -2.3341 0.19 -0.30 0.27 0.26
H 3.8408 3.0910 -2.4628 -0.18 -0.26 -0.07 0.22
H 4.6401 -1.0833 -3.0886 -0.13 0.18 -0.04 0.22
H 2.1994 -1.5675 -2.9782 0.27 0.10 0.25 0.21
F 2.2842 -1.0033 5.3600 -0.18 -0.36 -1.21 -0.33
C 2.1168 -1.3484 4.0353 -0.04 0.34 0.79 0.40
C 3.1518 -2.0192 3.3957 -0.36 0.10 -0.58 -0.22
C 2.9483 -2.3852 2.0554 0.14 -0.05 0.26 -0.20
C 1.7844 -2.0434 1.3913 -0.64 0.33 0.01 -0.13
C 0.7479 -1.2957 2.0361 0.59 -0.15 0.41 -0.12
C -0.4172 -0.9567 1.2799 -0.04 -0.50 -0.17 0.01
C -1.7036 -0.5491 1.7472 -0.73 0.27 0.27 -0.12
C -2.8056 -0.6183 0.8379 0.59 -0.17 0.20 -0.14
C -4.0809 -0.2321 1.2140 -0.03 0.00 0.16 -0.21
C -4.3370 0.2499 2.5055 0.33 -0.08 -0.47 -0.25
C -3.2749 0.2708 3.3987 0.15 0.29 0.83 0.46
F -3.5070 0.7299 4.6775 0.19 -0.48 -1.12 -0.34
C -1.9905 -0.1324 3.0799 -0.47 -0.01 -0.31 -0.24
C 0.9317 -0.9941 3.4184 0.38 -0.30 -0.24 -0.22
H 4.0776 -2.2358 3.9145 -0.14 -0.02 0.01 0.24
H 3.7172 -2.9527 1.5326 -0.18 0.16 0.14 0.23
H 1.5929 -2.3925 0.3735 0.28 0.29 0.23 0.23
H -0.3513 -1.1404 0.2064 -0.06 -0.19 0.26 0.23
H -2.6224 -1.0557 -0.1446 -0.08 0.40 0.14 0.24
H -4.8902 -0.3135 0.4907 0.14 0.07 0.22 0.23
H -5.3197 0.6041 2.7988 0.15 -0.11 0.04 0.24
H -1.2480 -0.1532 3.8652 -0.73 0.38 -0.27 0.22
H 0.1608 -0.5254 4.0140 0.88 -0.07 -0.10 0.22

---

Entry 4:
62
Properties=species:S:1:pos:R:3:forces:R:3:nbo_charge:R:1 method="wB97M-V/def2-TZVPD" multiplicity=4 lumo_energy_ha="-0.076 / -0.076" relative_energy_ev=0.4044 gap_ev="4.70 / 4.70" homo_ev="-6.77 / -6.77" s2=3.7524
Nd -0.8333 0.7752 0.2235 1.87 1.54 1.62 2.02
C -3.1798 -1.8978 1.0076 0.13 0.39 0.22 -0.26
N -3.2172 -0.7447 0.0781 -0.47 0.16 0.55 -0.66
C -3.6841 -1.0384 -1.2966 0.46 0.41 0.30 -0.26
C -2.6509 -0.5269 -2.2842 0.47 1.98 0.01 0.43
N -1.8905 0.5949 -2.1579 -1.24 -1.66 0.35 -0.58
C -1.1667 0.7093 -3.3531 -0.43 -1.33 0.04 0.08
C -0.2617 1.6657 -3.7662 0.82 0.03 -0.65 -0.18
C 0.4496 1.3921 -4.9573 -0.50 -0.27 0.55 -0.20
C 0.2631 0.1720 -5.6510 -0.12 -0.05 0.00 -0.20
C -0.6955 -0.7794 -5.2535 0.56 0.70 -0.55 -0.27
C -1.4222 -0.4424 -4.1406 -0.68 0.49 0.76 0.16
N -2.4576 -1.1166 -3.4705 0.74 -0.21 -0.23 -0.54
C -1.9824 -1.8479 1.9193 1.81 0.29 1.05 0.42
N -1.2223 -0.7918 2.2726 -1.34 -1.01 -0.58 -0.57
C -0.2239 -1.2872 3.1391 -0.46 -1.62 -0.71 0.18
C 0.7864 -0.6691 3.8457 0.90 0.46 -0.06 -0.20
C 1.7728 -1.4772 4.4201 0.33 0.54 0.26 -0.21
C 1.7968 -2.8646 4.2213 -0.80 -0.36 -0.09 -0.20
C 0.7234 -3.5363 3.6074 -0.12 0.54 0.19 -0.24
C -0.3096 -2.7091 3.1454 0.05 0.47 0.12 0.09
N -1.5000 -3.0072 2.4722 0.14 0.53 -0.44 -0.53
H -3.1127 -2.8212 0.4367 0.06 -0.06 -0.13 0.21
H -4.0679 -1.9955 1.6545 0.02 0.24 -0.36 0.23
H -3.7724 0.0109 0.5122 0.45 -0.31 -0.41 0.44
H -4.6838 -0.6255 -1.5198 0.47 0.15 0.14 0.24
H -3.7934 -2.1134 -1.4282 0.13 -0.14 -0.02 0.21
H -0.0847 2.5479 -3.1484 0.07 -0.18 -0.30 0.26
H 1.1773 2.1181 -5.3326 -0.28 -0.35 0.20 0.23
H 0.8814 -0.0416 -6.5293 -0.27 0.15 0.35 0.22
H -0.8781 -1.7119 -5.7790 0.16 0.20 -0.09 0.22
H -2.9208 -1.9567 -3.7708 0.08 -0.05 -0.07 0.42
H 0.8977 0.4155 3.8173 -0.15 -0.27 0.15 0.27
H 2.5868 -1.0011 5.0250 -0.80 -0.48 -0.86 0.23
H 2.6533 -3.4301 4.5624 -0.06 -0.05 0.10 0.22
H 0.6730 -4.6276 3.4766 0.18 0.62 0.16 0.22
H -1.8989 -3.9267 2.3514 0.14 0.18 -0.06 0.42
O 0.6646 2.0369 2.0710 -0.31 0.10 -0.25 -1.02
S 1.6928 2.6499 1.1844 0.42 -0.94 -0.39 2.41
O 2.1774 3.9572 1.5683 -0.53 -0.84 -0.44 -0.93
O 1.1207 2.5050 -0.2058 -0.58 -0.08 0.41 -1.04
C 3.0883 1.5281 1.1239 0.01 -0.89 0.11 -0.50
C 4.3995 2.0014 1.0839 -0.51 1.01 0.16 -0.15
C 5.4537 1.1542 0.7996 0.46 -0.12 -0.03 -0.32
C 5.2206 -0.2145 0.5567 0.22 0.15 -0.39 -0.18
C 3.9487 -0.7536 0.6177 -0.18 1.55 0.65 -0.36
C 2.8294 0.1169 0.9525 1.48 0.40 -0.63 0.49
S 1.0405 -1.6855 -1.4029 0.49 3.17 0.53 1.73
O 1.6589 -0.3768 0.9910 -2.23 -0.73 -0.82 -0.86
O 1.3525 -0.3198 -1.8436 -0.47 -2.42 0.22 -0.77
O -0.1596 -1.7440 -0.5837 -0.33 -0.40 -0.49 -0.89
H 4.5456 3.0949 1.2609 0.00 -1.06 -0.24 0.24
H 6.4579 1.5806 0.7316 -0.29 -0.31 0.04 0.21
H 6.0545 -0.8533 0.2263 -0.34 0.31 0.35 0.20
H 3.7817 -1.8108 0.4358 -0.19 0.10 0.06 0.20
F -1.6542 3.3156 -1.0231 -0.03 0.82 0.59 -0.35
C -2.2067 4.0887 0.0141 0.76 -1.57 1.08 0.88
F -1.1990 4.3335 0.9193 -0.95 0.13 -1.38 -0.31
F -2.6624 5.1963 -0.4967 0.13 0.27 -0.09 -0.28
C -3.2611 3.1601 0.7276 0.30 0.86 -0.31 0.72
O -4.3655 3.6020 0.9464 0.19 -0.46 0.01 -0.59
O -2.7304 2.0232 0.9956 0.14 -0.72 -0.24 -0.85

---

Entry 5:
54
Properties=species:S:1:pos:R:3:forces:R:3:nbo_charge:R:1 method="wB97M-V/def2-TZVPD" lumo_energy_ha=-0.039 relative_energy_ev=0.0000 smiles="CCOCc1ccc2c(c1CP(=O)(O)O)C(=O)c1cc(-c3cccnc3)cc(C(F)(F)F)c1C2=O" gap_ev=8.23 homo_ev=-9.30
C 6.5258 -1.8573 2.4725 -0.16 -0.32 0.24 -0.62
C 5.1856 -1.3978 1.9022 0.01 0.01 1.22 -0.08
O 5.2877 -0.2380 1.0829 -0.11 -0.86 -0.47 -0.53
C 4.5399 -0.3029 -0.1195 0.08 0.82 -0.40 -0.08
C 3.2058 0.4432 -0.0373 0.34 -0.44 -0.01 -0.07
C 3.2423 1.7665 -0.4303 0.47 0.55 -0.38 -0.17
C 2.1308 2.5800 -0.4067 -0.03 0.42 0.07 -0.17
C 0.9539 2.0467 0.0552 -1.30 0.21 -0.03 -0.09
C 0.8820 0.7181 0.4602 -0.55 -0.27 0.14 -0.16
C 1.9967 -0.1090 0.4011 0.13 -0.60 0.50 0.14
C 1.8891 -1.5740 0.8030 1.06 0.09 -0.56 -0.86
P 2.0932 -2.7585 -0.6082 -1.92 -0.97 1.04 2.30
O 1.0084 -3.7337 -0.5268 -0.27 -0.06 0.00 -1.09
O 3.5069 -3.5825 -0.5167 -0.24 1.64 -0.97 -0.96
O 1.9523 -1.8918 -1.9757 1.37 -0.44 0.49 -0.97
C -0.4574 0.2514 0.9549 -0.77 -0.15 0.25 0.57
O -0.6341 -0.5491 1.8540 0.37 0.24 -0.49 -0.52
C -1.6825 0.8691 0.2997 1.42 0.13 0.20 -0.14
C -2.8148 0.1111 0.1562 -0.23 -0.49 0.20 -0.11
C -3.9653 0.6466 -0.4070 -0.11 -0.50 0.18 -0.03
C -5.2084 -0.2025 -0.5643 1.90 1.29 0.35 -0.10
C -5.1814 -1.5199 -0.1120 -1.35 0.04 -0.57 -0.14
C -6.3596 -2.2331 -0.3241 1.10 0.20 0.33 -0.24
C -7.4016 -1.5733 -0.9435 -1.48 -1.30 -0.11 0.03
N -7.4474 -0.3166 -1.3422 0.40 0.41 -0.04 -0.39
C -6.3286 0.3767 -1.1465 -0.24 -0.67 0.07 0.05
C -3.8971 1.9831 -0.7948 -0.86 -0.04 -0.27 -0.19
C -2.7611 2.7420 -0.6667 0.38 0.97 0.16 -0.04
C -2.8006 4.2018 -1.1199 0.38 -0.57 -0.38 0.97
F -2.7872 5.0601 -0.1004 -0.49 -0.01 -0.12 -0.30
F -1.7534 4.5144 -1.9096 -0.16 -0.15 0.00 -0.32
F -3.9031 4.4000 -1.8740 0.03 0.41 0.33 -0.33
C -1.6142 2.1920 -0.1069 0.50 0.09 -0.01 -0.05
C -0.3014 2.9059 0.0952 0.52 0.65 0.04 0.53
O -0.2011 4.1043 0.2733 -0.20 -0.86 -0.17 -0.49
H 6.3291 -2.7997 3.0079 0.06 0.22 -0.10 0.21
H 7.2836 -2.0871 1.7160 -0.18 0.27 0.02 0.21
H 6.9204 -1.1646 3.2238 0.02 0.04 -0.37 0.22
H 4.7010 -2.2564 1.4208 0.16 0.35 -0.39 0.18
H 4.5492 -1.1294 2.7661 0.06 -0.15 -0.23 0.17
H 5.1376 0.2469 -0.8629 -0.11 -0.18 0.16 0.19
H 4.4501 -1.3234 -0.5125 -0.03 0.05 0.42 0.16
H 4.1743 2.1942 -0.7997 -0.10 -0.20 0.13 0.22
H 2.1619 3.6149 -0.7350 0.03 -0.16 0.09 0.24
H 0.9220 -1.8386 1.2294 0.16 0.10 -0.24 0.31
H 2.6356 -1.7952 1.5752 -0.13 -0.06 -0.21 0.26
H 3.9847 -3.4197 -1.3444 0.40 -0.45 0.28 0.49
H 2.7643 -1.8691 -2.4995 -0.22 0.30 -0.18 0.50
H -2.7478 -0.9094 0.5177 -0.10 0.16 -0.08 0.22
H -4.3148 -1.9680 0.3531 -0.14 0.03 -0.04 0.22
H -6.4449 -3.2715 -0.0191 -0.13 0.17 -0.12 0.23
H -8.3038 -2.1654 -1.1270 0.11 0.29 0.01 0.19
H -6.3259 1.4112 -1.4753 -0.09 -0.21 0.04 0.20
H -4.7766 2.4575 -1.2121 0.23 -0.01 0.00 0.23